No. 1
{
  "formula": "C10H19F9N5OS",
  "method": "the ωB97M-V functional and the def2-TZVPD basis",
  "elements": ["C", "C", "N", "C", "C", "N", "C", "N", "C", "C", "C", "F", "F", "C", "F", "F", "S", "F", "F", "F", "F", "F", "H", "H", "H", "H", "H", "H", "H", "H", "H", "H", "H", "H", "H", "H", "H", "C", "O", "N", "N", "H", "H", "H", "H"],
  "xyz": [[2.154, -1.460, -1.479], [2.303, -0.272, -2.535], [3.277, 0.814, -2.151], [4.591, 0.186, -2.569], [5.758, 0.535, -1.515], [4.916, 0.830, -0.293], [3.519, 1.048, -0.739], [2.679, 1.450, 0.200], [1.217, 1.706, -0.072], [0.410, 0.781, 0.949], [-1.190, 0.943, 0.818], [-1.598, 1.342, 2.128], [-1.560, 2.014, -0.010], [-1.959, -0.417, 0.538], [-3.265, -0.276, 1.063], [-1.412, -1.507, 1.245], [-2.149, -0.926, -1.247], [-3.474, -1.870, -0.825], [-3.194, 0.294, -1.610], [-0.805, -0.097, -1.752], [-1.184, -2.280, -0.973], [-2.326, -1.476, -2.799], [2.003, -2.418, -2.093], [1.191, -1.326, -0.893], [3.066, -1.646, -0.834], [2.683, -0.743, -3.506], [1.323, 0.237, -2.814], [4.641, -0.948, -2.594], [4.897, 0.447, -3.644], [6.396, -0.402, -1.355], [6.405, 1.372, -1.924], [5.206, 1.809, -0.114], [2.976, 1.581, 1.172], [0.941, 1.573, -1.159], [1.001, 2.806, 0.175], [0.733, 1.099, 2.003], [0.731, -0.316, 0.865], [-6.328, -0.047, 3.864], [-6.243, 1.159, 4.030], [-7.255, -0.810, 4.497], [-5.499, -0.730, 3.031], [-7.341, -1.802, 4.374], [-7.887, -0.339, 5.123], [-4.800, -0.198, 2.545], [-5.550, -1.721, 2.879]],
  "nbo_charge": [-0.6728, -0.2373, -0.4152, -0.2592, -0.2496, -0.5891, 0.7172, -0.5299, -0.2401, -0.4832, 0.6479, -0.3169, -0.3075, 0.4671, -0.2966, -0.2900, 2.2791, -0.4362, -0.4194, -0.4725, -0.4537, -0.4107, 0.2569, 0.2261, 0.2263, 0.2404, 0.2286, 0.2150, 0.2467, 0.2361, 0.2271, 0.4031, 0.4480, 0.2523, 0.2490, 0.2605, 0.2531, 0.7677, -0.6595, -0.8452, -0.8509, 0.3869, 0.4118, 0.4030, 0.3858],
  "charge": 1,
  "gap_ha": 0.277,
  "e_above_lowest_kj_mol": 254.2,
  "e_homo_ev": -11.3148
}

No. 2
{
  "formula": "C10H19N2S",
  "method": "the ωB97M-V functional and the def2-TZVPD basis",
  "elements": ["C", "C", "C", "C", "C", "C", "C", "C", "C", "C", "N", "N", "S", "H", "H", "H", "H", "H", "H", "H", "H", "H", "H", "H", "H", "H", "H", "H", "H", "H", "H", "H"],
  "xyz": [[-1.699, -0.632, 1.489], [0.261, 0.680, 0.612], [-2.686, -1.180, 2.137], [-1.364, -0.769, -0.286], [-2.702, -0.631, -1.027], [-0.555, -2.121, -0.389], [2.784, -0.462, -0.647], [-0.495, 1.181, -1.671], [1.918, 2.016, 1.711], [2.401, 1.029, -0.506], [-0.481, 0.350, -0.497], [1.482, 1.250, 0.584], [-0.377, 0.295, 2.149], [-2.836, -1.066, 3.130], [-3.283, -1.850, 1.479], [-2.617, -0.568, -2.061], [-3.392, 0.006, -0.670], [-3.234, -1.605, -0.731], [0.123, -2.127, -1.124], [-1.338, -2.834, -0.585], [-0.156, -2.198, 0.576], [1.854, -0.961, -0.411], [3.136, -0.730, -1.706], [3.470, -0.880, -0.003], [-0.198, 0.551, -2.665], [0.190, 1.986, -1.484], [-1.572, 1.587, -1.874], [1.121, 1.905, 2.615], [2.892, 1.822, 2.039], [1.955, 3.028, 1.517], [3.294, 1.646, -0.267], [2.103, 1.283, -1.435]],
  "nbo_charge": [-0.1714, 0.4007, -0.3891, 0.2197, -0.6451, -0.6156, -0.6090, -0.4159, -0.4047, -0.2182, -0.4539, -0.3953, 0.4141, 0.2266, 0.2274, 0.2312, 0.2355, 0.2299, 0.2153, 0.2323, 0.2219, 0.1972, 0.2348, 0.2264, 0.2240, 0.2253, 0.2408, 0.2264, 0.2284, 0.2215, 0.2275, 0.2110],
  "charge": 1,
  "gap_ha": 0.338,
  "e_above_lowest_kj_mol": 164.8,
  "e_homo_ev": -12.6553
}